This record from the OMol25 dataset describes a cluster of 13 separate species, C33H78O27 in total. The level of theory is ωB97M-V/def2-TZVPD.

```
138
Properties=species:S:1:pos:R:3
C 17.29487 11.15594 17.80064
O 17.70310 12.02262 18.87287
C 18.41862 13.21584 18.61226
O 18.81064 14.05762 19.46277
O 18.54700 13.37732 17.25037
C 19.08702 14.58136 16.70780
H 18.13512 10.77040 17.22320
H 16.62476 11.62410 17.07961
H 16.81228 10.29639 18.26577
H 20.11500 14.81126 16.98803
H 18.48131 15.46604 16.90411
H 19.15354 14.43948 15.62912
C 21.32666 9.57090 11.53481
O 22.66518 9.19134 11.30213
C 23.32330 8.52698 12.23189
O 22.89570 8.24990 13.35869
O 24.51762 8.33820 11.70333
C 25.54486 7.75028 12.47871
H 20.73995 8.91654 12.17957
H 20.75548 9.55232 10.60664
H 21.19914 10.60116 11.86707
H 26.49668 7.66426 11.95455
H 25.23560 6.73676 12.73417
H 25.71420 8.29486 13.40761
C 16.01394 16.70518 8.19499
O 16.22956 16.56805 9.61915
C 15.26738 16.11147 10.37766
O 14.22850 15.55960 10.00166
O 15.57174 16.39266 11.64161
C 14.64186 16.27344 12.63892
H 15.66822 15.71094 7.91202
H 16.92556 16.97205 7.66035
H 15.21000 17.44046 8.16148
H 14.35932 15.22528 12.73697
H 13.75580 16.82944 12.33256
H 14.97146 16.60875 13.62230
C 14.53792 12.81038 7.25375
O 15.15728 11.59990 7.47391
C 16.02769 11.38718 8.46671
O 16.41384 12.22050 9.25022
O 16.36072 10.09554 8.40277
C 17.27718 9.63698 9.28682
H 15.23844 13.58064 6.93116
H 14.13606 13.23338 8.17444
H 13.77414 12.67716 6.48759
H 16.97852 9.54494 10.33106
H 18.17587 10.25288 9.32030
H 17.61268 8.63100 9.03480
C 19.17864 15.83916 12.71113
O 19.59439 16.92691 13.47582
C 18.73819 17.51828 14.33783
O 17.65942 17.12346 14.72280
O 19.28770 18.70654 14.79981
C 20.64883 19.12830 14.62020
H 19.84177 15.48538 11.92170
H 18.22940 16.12476 12.25785
H 18.99998 14.97462 13.35046
H 20.67808 20.21029 14.74887
H 21.14618 18.86830 13.68578
H 21.17916 18.69448 15.46793
C 9.90814 10.01558 12.71526
O 10.73360 11.10496 12.32918
C 12.01328 10.94546 12.07316
O 12.62866 9.83794 12.07756
O 12.51972 12.09122 11.81228
C 13.90330 12.21794 11.54701
H 8.83222 10.18080 12.65865
H 10.30302 9.57634 13.63136
H 10.05880 9.28704 11.91862
H 14.31838 11.65224 10.71287
H 14.37250 11.95276 12.49444
H 14.04860 13.27434 11.32116
C 24.24758 11.17800 8.84934
O 24.74038 12.51884 8.94884
C 24.17170 13.47976 9.69818
O 24.51034 14.66022 9.63416
O 23.17500 12.95134 10.50266
C 22.50982 13.80188 11.47870
H 23.18528 11.23668 8.61235
H 24.49476 10.53130 9.69122
H 24.78016 10.67144 8.04444
H 23.13872 13.82452 12.36868
H 21.51454 13.37732 11.61019
H 22.45166 14.82022 11.09435
C 22.10386 11.26808 14.66097
C 20.89702 12.07012 15.08335
O 21.01168 13.25994 14.33026
H 22.02792 10.27566 15.10531
H 23.05410 11.61792 15.06439
H 22.17098 11.21596 13.57429
H 20.80918 12.22922 16.15809
H 20.00964 11.55140 14.72056
H 20.38826 13.28728 13.60073
C 14.19152 10.25540 15.12879
C 12.94912 11.08556 15.52335
O 12.84112 11.21900 16.92623
H 15.03896 10.84996 15.47003
H 14.36632 10.18018 14.05553
H 14.22196 9.27129 15.59643
H 12.07324 10.48038 15.28946
H 12.79796 11.99370 14.93981
H 11.94800 11.41104 17.22125
C 17.98908 8.89512 13.81389
C 17.22802 8.30028 14.99544
O 18.00148 7.99966 16.10194
H 18.47200 9.82250 14.12185
H 17.34352 9.21778 12.99705
H 18.78781 8.24038 13.46541
H 16.60562 7.44678 14.72663
H 16.53326 8.99415 15.46869
H 17.45300 7.57576 16.76610
C 14.28946 16.07840 16.92505
C 13.81052 14.74178 16.40123
O 14.36086 13.62030 17.13376
H 14.13654 16.26156 17.98862
H 13.69556 16.90072 16.52607
H 15.34750 16.20284 16.69444
H 14.01376 14.59252 15.34079
H 12.73306 14.77972 16.56172
H 13.88802 12.84002 16.83514
C 19.54376 14.48340 8.96009
C 19.81218 13.01450 8.49551
O 20.05932 12.20604 9.66655
H 18.61006 14.59424 9.51149
H 19.51648 15.19194 8.13224
H 20.30679 14.87632 9.63202
H 20.57438 12.95804 7.71837
H 18.91006 12.56888 8.07631
H 20.18214 11.32888 9.29628
C 16.90624 13.17000 13.66156
C 17.48038 12.94400 12.21607
O 18.87262 12.69132 12.20870
H 17.13040 14.16406 14.04847
H 17.05876 12.32114 14.32810
H 15.82900 13.33626 13.66277
H 17.35538 13.87894 11.66987
H 16.98456 12.12030 11.70247
H 19.15064 12.57750 11.29692
```

Results
Largest force on an atom, eV/Å: 5.34
E_HOMO, eV: -9.75